{"formula": "C9H11ClNO3P", "method": "the ωB97M-V functional and the def2-TZVPD basis", "elements": ["C", "C", "C", "C", "C", "C", "C", "C", "C", "N", "O", "O", "O", "P", "Cl", "H", "H", "H", "H", "H", "H", "H", "H", "H", "H", "H"], "xyz": [[-3.257, 2.827, 0.409], [-3.392, 2.206, -0.873], [-2.635, 2.083, 1.448], [-2.926, 0.946, -1.042], [-2.157, 0.798, 1.203], [-2.314, 0.278, -0.044], [4.408, -0.592, 0.857], [3.291, -1.827, -1.100], [3.144, -0.967, 0.079], [2.064, -0.593, 0.543], [0.878, -0.487, 0.520], [-0.059, -1.285, -0.739], [-2.198, -1.937, -1.814], [-1.625, -1.351, -0.592], [-1.911, -2.528, 0.963], [-3.635, 3.875, 0.672], [-4.014, 2.854, -1.611], [-2.595, 2.396, 2.447], [-3.045, 0.312, -1.945], [-1.745, 0.420, 2.122], [5.182, -1.149, 0.559], [4.145, -0.461, 1.891], [4.734, 0.391, 0.662], [4.064, -2.600, -1.195], [3.394, -1.344, -2.112], [2.204, -2.265, -1.311]], "forces_ev_per_a": [[0.281, -0.076, 0.671], [-2.018, 4.006, 0.771], [-0.960, 0.041, -2.433], [-0.719, -0.983, -2.571], [-0.302, 1.852, 1.425], [1.870, -2.880, 0.310], [-3.842, 2.117, 0.552], [-3.390, -1.429, -3.579], [2.922, -0.337, -0.093], [-0.160, 0.584, 0.609], [-1.699, 0.563, 0.859], [0.225, 0.000, -0.560], [-0.369, 0.507, 0.159], [0.677, 0.563, -0.751], [-0.259, -0.759, 1.285], [0.467, -1.710, -0.797], [1.417, -1.696, 0.905], [0.080, 0.939, 1.124], [-0.131, 1.065, 0.216], [0.418, -1.243, -0.395], [2.814, -2.745, -0.338], [0.360, -0.943, 0.718], [0.113, 1.553, -0.959], [-0.278, 0.172, 1.090], [0.159, 0.583, 1.182], [2.324, 0.255, 0.601]], "homo_ev": [-9.47, -9.47], "fmax_ev_per_a": 5.13, "molar_mass_g_mol": 247.6, "lumo_ev": [-1.1, -1.1]}